Entry 1:
# C7H14

C7H14 in the gas phase (ωB97M-V with the def2-TZVPD basis set, the Open Molecules 2025 dataset).

Structure (XYZ):
```
21
Properties=species:S:1:pos:R:3:lowdin_charge:R:1
C 0.44 1.99 0.62 -0.156
C -0.40 -0.19 -1.06 -0.174
C -2.14 -0.81 0.75 -0.086
C -1.25 0.30 0.17 -0.437
C -0.10 0.68 1.02 -0.008
C 0.82 -1.09 -0.78 -0.248
C 2.13 -0.66 -0.06 -0.128
H 2.59 0.23 -0.52 0.068
H 1.52 2.09 0.78 0.070
H 0.45 -1.98 -0.25 0.104
H -2.95 -1.09 0.06 0.076
H -0.04 2.60 1.40 0.103
H -0.15 0.68 -1.69 0.107
H -2.59 -0.49 1.69 0.074
H 2.86 -1.48 -0.16 0.072
H -1.87 1.17 -0.12 0.140
H -1.54 -1.70 0.96 0.073
H -1.08 -0.81 -1.68 0.120
H 0.16 2.43 -0.35 0.080
H 1.13 -1.42 -1.78 0.098
H 1.99 -0.46 1.00 0.054
```

Computed properties:
Energy above the lowest of the compared OMol25 structures with the same formula, charge and spin: 89.6 kcal per mole
E_LUMO: 0.602 eV
Total charge: 0
Frontier orbital gap: 8.6 eV



Entry 2:
# C7H14

C7H14 in the gas phase in a non-equilibrium geometry (ωB97M-V with the def2-TZVPD basis set, the Open Molecules 2025 dataset).

Structure (XYZ):
```
21
Properties=species:S:1:pos:R:3:lowdin_charge:R:1
C 0.99 -0.65 1.23 -0.045
C 1.97 -0.19 -1.02 -0.049
C 0.73 -0.08 -0.14 -0.475
C -0.24 1.08 -0.31 -0.220
C -1.67 -1.16 -0.38 -0.061
C -0.57 -0.27 -0.88 -0.274
C -1.11 1.66 0.83 -0.052
H -1.46 0.90 1.54 0.065
H -0.47 -0.30 -1.96 0.128
H -2.01 2.15 0.42 0.076
H 1.80 0.20 -2.03 0.080
H 1.27 -1.70 1.18 0.084
H -0.56 2.41 1.40 0.071
H -2.63 -0.89 -0.83 0.078
H -1.78 -1.12 0.71 0.064
H 0.12 -0.58 1.87 0.060
H 1.80 -0.12 1.75 0.088
H 2.25 -1.25 -1.13 0.087
H 0.24 1.74 -1.05 0.135
H 2.82 0.32 -0.56 0.079
H -1.46 -2.20 -0.65 0.081
```

Computed properties:
Energy above the lowest of the compared OMol25 structures with the same formula, charge and spin: 21.0 kcal per mole
E_LUMO: 1.058 eV
Total charge: 0
SMILES string: C[C@@H]1[C@H](C)C1(C)C
Frontier orbital gap: 10.3 eV



Entry 3:
# C7H14

A 2-piece molecular cluster, C7H14 overall (ωB97M-V with the def2-TZVPD basis set, the Open Molecules 2025 dataset).

Structure (XYZ):
```
21
Properties=species:S:1:pos:R:3:lowdin_charge:R:1
C -2.38 -0.21 0.46 -0.105
C 2.45 -0.26 0.31 -0.117
C 1.51 -1.13 -0.48 -0.259
C -1.55 0.07 -0.76 -0.217
C -0.61 1.00 -0.86 -0.205
C -0.18 1.92 0.25 -0.109
C 0.57 -1.90 0.04 -0.039
H -0.07 -2.51 -0.60 0.059
H 3.39 -0.80 0.48 0.073
H 0.35 -1.91 1.10 0.067
H -1.74 -0.58 -1.62 0.099
H -0.13 1.39 1.22 0.065
H -1.89 0.13 1.38 0.065
H -2.61 -1.28 0.57 0.070
H -3.34 0.32 0.39 0.077
H -0.88 2.75 0.37 0.077
H 0.81 2.35 0.06 0.064
H 2.03 0.01 1.28 0.071
H 2.71 0.66 -0.23 0.067
H -0.08 1.10 -1.81 0.098
H 1.63 -1.10 -1.57 0.099
```

Computed properties:
Energy above the lowest of the compared OMol25 structures with the same formula, charge and spin: 42.4 kcal per mole
E_LUMO: 1.163 eV
Total charge: 0
SMILES string: C/C=C\C.C=CC
Frontier orbital gap: 9.6 eV



Entry 4:
# C7H14

C7H14 in the gas phase (ωB97M-V with the def2-TZVPD basis set, the Open Molecules 2025 dataset).

Structure (XYZ):
```
21
Properties=species:S:1:pos:R:3:lowdin_charge:R:1
C -2.41 -0.94 0.01 -0.094
C -1.18 -0.05 0.21 -0.436
C 0.13 -0.83 0.00 -0.165
C 2.00 1.03 0.24 -0.133
C 1.33 -0.24 0.70 -0.304
C 2.70 -0.29 0.09 -0.127
C -1.27 1.17 -0.71 -0.083
H 0.00 -1.86 0.36 0.115
H -1.19 0.31 1.26 0.136
H -2.38 -1.81 0.68 0.074
H 2.78 -0.69 -0.92 0.100
H 1.31 -0.37 1.78 0.135
H 2.36 1.72 1.01 0.099
H 3.56 -0.51 0.72 0.095
H -2.21 1.72 -0.55 0.076
H -2.45 -1.31 -1.02 0.082
H 1.64 1.51 -0.66 0.090
H -0.45 1.87 -0.55 0.058
H 0.32 -0.91 -1.08 0.123
H -1.25 0.85 -1.76 0.085
H -3.33 -0.39 0.21 0.075
```

Computed properties:
Energy above the lowest of the compared OMol25 structures with the same formula, charge and spin: 19.6 kcal per mole
E_LUMO: 1.243 eV
Total charge: 0
SMILES string: CC(C)CC1CC1
Frontier orbital gap: 11.3 eV



Entry 5:
# C7H14

A 3-piece molecular cluster, C7H14 overall (ωB97M-V with the def2-TZVPD basis set, the Open Molecules 2025 dataset).

Structure (XYZ):
```
21
Properties=species:S:1:pos:R:3:lowdin_charge:R:1
C 0.94 -2.12 0.39 0.043
C 1.73 0.04 -1.00 -0.114
C -1.84 0.32 0.37 -0.257
C -2.19 1.60 0.44 -0.037
C 2.75 -0.16 0.12 -0.110
C 1.60 -1.06 -0.04 -0.328
C -2.35 -0.65 -0.65 -0.116
H -3.03 -0.16 -1.36 0.072
H -1.13 -0.08 1.10 0.085
H 2.04 -0.19 -2.02 0.101
H 3.74 -0.52 -0.15 0.101
H 0.55 2.37 0.90 0.024
H 1.27 -2.68 1.26 0.059
H 2.74 0.55 0.95 0.081
H 0.03 -2.46 -0.11 0.047
H -2.89 -1.48 -0.17 0.076
H -1.52 -1.09 -1.22 0.059
H 1.03 0.87 -0.92 0.071
H 1.21 2.57 1.17 0.052
H -2.89 2.04 -0.27 0.056
H -1.80 2.26 1.21 0.035
```

Computed properties:
Energy above the lowest of the compared OMol25 structures with the same formula, charge and spin: 88.0 kcal per mole
E_LUMO: 1.213 eV
Total charge: 0
SMILES string: C=C1CC1.[H][H].C=CC
Frontier orbital gap: 10.8 eV



Entry 6:
# C7H14

A 2-piece molecular cluster, C7H14 overall (ωB97M-V with the def2-TZVPD basis set, the Open Molecules 2025 dataset).

Structure (XYZ):
```
21
Properties=species:S:1:pos:R:3:lowdin_charge:R:1
C 0.85 1.14 -0.94 -0.433
C -2.23 -2.13 0.00 -0.027
C -0.52 -1.29 1.64 -0.120
C 1.24 -0.28 -1.25 -0.080
C 1.98 2.13 -0.86 -0.079
C -1.86 -1.29 0.97 -0.263
C -0.42 1.50 -0.76 0.026
H -1.23 0.77 -0.82 0.049
H -0.01 -0.33 1.50 0.061
H -0.62 -1.45 2.72 0.073
H -1.57 -2.91 -0.36 0.057
H 1.95 -0.66 -0.50 0.081
H 1.74 -0.35 -2.23 0.082
H 2.52 2.18 -1.82 0.080
H -3.22 -2.07 -0.45 0.050
H 0.37 -0.95 -1.26 0.063
H -0.70 2.53 -0.55 0.060
H 0.13 -2.08 1.24 0.072
H 1.63 3.13 -0.61 0.073
H 2.71 1.82 -0.10 0.079
H -2.56 -0.52 1.30 0.096
```

Computed properties:
Energy above the lowest of the compared OMol25 structures with the same formula, charge and spin: 32.7 kcal per mole
E_LUMO: 1.071 eV
Total charge: 0
SMILES string: C=C(C)C.C=CC
Frontier orbital gap: 10.3 eV



Entry 7:
# C7H14

C7H14 in the gas phase (ωB97M-V with the def2-TZVPD basis set, the Open Molecules 2025 dataset).

Structure (XYZ):
```
21
Properties=species:S:1:pos:R:3:lowdin_charge:R:1
C -0.64 0.53 1.10 -0.240
C 0.80 0.63 1.52 -0.042
C 0.69 0.39 -0.92 -0.237
C -0.63 0.99 -0.38 -0.383
C 1.40 -0.66 1.95 -0.166
C 0.66 -1.10 -1.20 -0.099
C -1.88 0.62 -1.17 -0.075
H 2.49 -0.70 1.85 0.076
H 0.95 -1.60 1.59 0.066
H -0.52 2.08 -0.39 0.137
H 1.43 0.67 -0.12 0.073
H 0.15 -1.67 -0.41 0.062
H 1.19 -0.60 3.03 0.101
H -2.77 1.11 -0.76 0.078
H 1.67 -1.51 -1.30 0.079
H 0.12 -1.31 -2.13 0.075
H -1.79 0.93 -2.22 0.082
H -1.10 -0.47 1.18 0.106
H 1.08 0.93 -1.78 0.119
H -2.07 -0.46 -1.17 0.074
H -1.23 1.22 1.72 0.114
```

Computed properties:
Energy above the lowest of the compared OMol25 structures with the same formula, charge and spin: 89.0 kcal per mole
E_LUMO: 0.711 eV
Total charge: 0
Frontier orbital gap: 8.7 eV



Entry 8:
# C7H14

A 2-piece molecular cluster, C7H14 overall (ωB97M-V with the def2-TZVPD basis set, the Open Molecules 2025 dataset).

Structure (XYZ):
```
21
Properties=species:S:1:pos:R:3:lowdin_charge:R:1
C -1.12 1.48 -0.40 -0.216
C 1.30 -0.67 -0.07 -0.143
C -1.17 -1.07 -0.22 -0.203
C 1.32 0.69 -0.71 -0.198
C -1.82 0.25 0.18 -0.215
C 0.21 -1.32 0.32 -0.142
C 0.36 1.66 -0.02 -0.210
H -1.81 -1.91 0.08 0.106
H 0.47 1.55 1.07 0.117
H -1.85 0.31 1.28 0.115
H 2.36 -2.28 1.60 0.065
H 2.34 1.08 -0.62 0.104
H 0.27 -2.10 1.07 0.047
H 2.28 -1.09 0.14 0.049
H 1.92 -2.83 1.39 0.063
H 0.65 2.68 -0.26 0.104
H -1.68 2.37 -0.08 0.105
H -2.86 0.24 -0.16 0.107
H -1.10 -1.12 -1.32 0.118
H 1.11 0.66 -1.79 0.115
H -1.19 1.44 -1.49 0.112
```

Computed properties:
Energy above the lowest of the compared OMol25 structures with the same formula, charge and spin: 42.8 kcal per mole
E_LUMO: 1.183 eV
Total charge: 0
SMILES string: C1=CCCCCC1.[H][H]
Frontier orbital gap: 10.1 eV



Entry 9:
# C7H14

A 2-piece molecular cluster, C7H14 overall in a non-equilibrium geometry (ωB97M-V with the def2-TZVPD basis set, the Open Molecules 2025 dataset).

Structure (XYZ):
```
21
Properties=species:S:1:pos:R:3:lowdin_charge:R:1
C -1.14 0.10 -1.38 -0.045
C -0.01 -0.23 -0.52 -0.340
C 1.64 -1.29 1.00 -0.088
C -1.27 0.11 0.15 -0.279
C 0.95 2.28 -0.51 -0.039
C 1.10 -0.93 -0.36 -0.139
C -1.87 -1.05 0.89 -0.065
H -1.45 1.10 0.57 0.130
H -1.53 -0.74 -1.95 0.108
H 2.73 -1.32 1.02 0.068
H 1.30 -0.57 1.76 0.081
H -0.06 2.60 -0.22 0.030
H 1.65 -1.22 -1.25 0.113
H 1.11 1.20 -0.44 -0.013
H 1.11 2.55 -1.56 0.036
H -1.54 -1.03 1.94 0.079
H -2.96 -1.07 0.85 0.073
H 1.68 2.71 0.16 0.025
H -1.48 -1.97 0.44 0.086
H -1.23 1.06 -1.87 0.104
H 1.27 -2.28 1.29 0.074
```

Computed properties:
Energy above the lowest of the compared OMol25 structures with the same formula, charge and spin: 65.3 kcal per mole
E_LUMO: 1.073 eV
Total charge: 0
SMILES string: C/C=C1/C[C@H]1C.C
Frontier orbital gap: 9.7 eV



Entry 10:
# C7H14AsF6K2N4O6

C7H14AsF6K2N4O6 as an isolated structure in a non-equilibrium geometry (ωB97M-V with the def2-TZVPD basis set, the Open Molecules 2025 dataset).

Structure (XYZ):
```
40
Properties=species:S:1:pos:R:3:lowdin_charge:R:1
As 0.45 1.31 -1.10 0.952
K -0.35 5.02 -2.95 0.537
K 3.34 4.80 -0.80 0.496
F 1.71 0.21 -1.77 -0.272
F 0.30 2.35 -2.58 -0.386
F -0.82 2.38 -0.45 -0.290
F 0.52 0.42 0.44 -0.267
F -0.89 0.31 -1.76 -0.264
F 1.70 2.46 -0.36 -0.393
O 1.84 -3.43 -0.37 0.043
O -2.40 -1.14 -5.26 0.065
O -3.12 0.82 -4.51 0.035
O 1.57 -2.49 1.45 0.033
O 2.80 2.71 4.80 0.021
O 1.57 4.22 3.73 0.039
N 2.09 -2.44 0.38 -0.385
N 1.82 3.03 4.05 -0.401
N -2.23 0.01 -4.86 -0.397
N -1.33 -2.46 1.70 0.017
C -2.19 -1.63 1.19 -0.156
C 1.15 1.95 3.39 0.013
C 3.08 -1.33 0.17 0.041
C -1.99 -3.26 2.58 -0.144
C -0.82 0.53 -4.96 0.020
C -3.48 -2.16 1.42 -0.115
C -3.36 -3.08 2.43 -0.129
H 1.91 1.22 3.10 0.107
H 0.45 2.26 2.62 0.099
H -0.87 1.58 -4.67 0.063
H -0.35 -2.51 1.48 0.100
H 4.09 -1.51 0.53 0.107
H -1.87 -0.87 0.49 0.090
H -1.43 -4.00 3.14 0.101
H 2.62 -0.42 0.55 0.067
H 0.52 1.47 4.15 0.114
H -0.13 0.00 -4.29 0.087
H -4.15 -3.69 2.85 0.090
H 3.09 -1.27 -0.92 0.079
H -4.42 -1.96 0.92 0.086
H -0.40 0.59 -5.96 0.096
```

Computed properties:
Expectation value of S²: 0.750
E_LUMO (spin up / spin down): -1.093 / -1.125 eV
Total charge: 0
Spin multiplicity: 2
Frontier orbital gap (spin up / spin down): 3.8 / 5.9 eV



Entry 11:
# C7H14BN2O2

C7H14BN2O2 as an isolated structure in a non-equilibrium geometry (ωB97M-V with the def2-TZVPD basis set, the Open Molecules 2025 dataset).

Structure (XYZ):
```
26
Properties=species:S:1:pos:R:3:lowdin_charge:R:1
O -1.47 -1.84 0.70 0.247
O -0.50 0.20 -0.01 0.151
N 2.01 0.17 -0.01 0.042
N -3.10 0.06 0.45 -0.037
C 4.14 1.15 0.25 -0.034
C 2.74 1.18 0.32 -0.067
C 3.92 -1.12 -0.40 -0.050
C -3.87 -0.64 -0.68 0.004
C -3.04 1.47 -0.08 -0.016
C 4.74 0.02 -0.19 -0.032
C 2.58 -1.07 -0.19 -0.068
B -1.49 -0.55 0.35 -0.676
H -2.02 -2.12 1.36 0.063
H -3.78 1.99 0.33 0.066
H -3.41 0.15 1.40 0.167
H -2.14 1.81 0.36 0.079
H 2.09 1.96 0.56 0.116
H 2.10 -2.04 -0.33 0.133
H 4.47 -2.09 -0.61 0.135
H -4.94 -0.16 -0.64 0.152
H 5.87 0.09 -0.30 0.147
H -3.81 -1.61 -0.39 0.048
H 4.63 2.01 0.48 0.082
H 0.65 0.01 0.11 0.103
H -2.92 1.53 -1.13 0.109
H -3.45 -0.55 -1.72 0.135
```

Computed properties:
Energy above the lowest of the compared OMol25 structures with the same formula, charge and spin: 26.8 kcal per mole
E_LUMO: -2.765 eV
Total charge: +1
Frontier orbital gap: 10.4 eV



Entry 12:
# C7H14BN3O2PS2

An isolated ion of composition C7H14BN3O2PS2 and charge -1 in a non-equilibrium geometry (ωB97M-V with the def2-TZVPD basis set, the Open Molecules 2025 dataset).

Structure (XYZ):
```
30
Properties=species:S:1:pos:R:3:lowdin_charge:R:1
S -4.02 -1.56 2.20 0.637
S -1.27 -0.26 1.78 0.805
P 4.02 0.42 -0.01 0.606
O 3.86 1.59 -1.27 -0.274
O 4.61 -1.03 -0.74 -0.275
N -3.69 0.29 0.24 -0.189
N 5.14 0.91 1.03 -0.263
N -4.75 0.44 -1.97 0.006
C -4.21 -0.40 -0.93 -0.139
C 1.19 -0.06 -0.38 -0.307
C -3.08 -0.47 1.35 -0.971
C 0.41 -1.46 -0.28 -0.285
C -3.92 1.71 0.02 -0.037
C -0.30 -1.71 1.16 -0.487
C -4.56 1.77 -1.39 -0.131
B 2.30 0.20 0.83 -0.589
H -4.14 -1.54 -0.93 0.119
H -3.67 2.54 0.75 0.108
H -0.47 -1.45 -1.04 0.096
H 1.77 -0.08 -1.39 0.070
H 0.47 0.82 -0.44 0.073
H 4.52 2.31 -1.16 0.047
H 2.04 1.28 1.29 0.026
H 1.10 -2.35 -0.51 0.115
H -4.85 2.75 -1.90 0.084
H -0.97 -2.64 1.00 0.082
H 0.53 -2.06 1.88 0.085
H 5.52 1.84 0.77 -0.070
H 4.12 -1.14 -1.60 0.044
H 2.27 -0.66 1.64 0.016
```

Computed properties:
Energy above the lowest of the compared OMol25 structures with the same formula, charge and spin: 49.1 kcal per mole
E_LUMO: 0.827 eV
Total charge: -1
Frontier orbital gap: 5.1 eV